DFT (ωB97M-V/def2-TZVPD) results for a structure of composition C15H15O6ReS5.

XYZ file:
```
42
Properties=species:S:1:pos:R:3:forces:R:3
Re -1.231 -0.171 -1.400 -0.173 -0.358 -0.341
O -2.882 -3.204 -2.672 -0.037 0.053 0.058
S -1.707 -2.433 -2.792 0.099 0.129 -0.343
O -0.724 -2.695 -3.776 -0.091 -0.084 0.029
O -2.126 -0.843 -2.926 0.029 0.013 0.195
O -1.050 -2.154 -1.404 0.073 0.237 0.212
O -0.074 -0.021 -0.107 -0.013 0.066 0.203
C 1.033 -0.465 0.887 -0.060 -0.013 -0.124
C 0.346 -1.410 1.802 0.005 0.031 0.070
C 0.187 -2.756 1.612 -0.047 -0.008 -0.040
C -0.686 -3.340 2.558 0.017 -0.021 0.027
C -1.184 -2.423 3.436 0.019 0.023 -0.010
S -0.597 -0.852 3.136 0.005 -0.015 -0.032
C 1.472 0.828 1.511 0.046 0.056 0.012
C 2.043 0.984 2.738 -0.026 -0.043 -0.018
C 2.488 2.313 2.970 0.027 0.019 -0.016
C 2.257 3.130 1.910 -0.023 0.000 -0.001
S 1.505 2.301 0.617 -0.004 -0.021 0.025
C 2.090 -1.108 0.034 0.057 -0.076 -0.029
C 3.040 -1.988 0.463 -0.001 0.034 -0.003
C 3.972 -2.323 -0.555 0.003 0.039 -0.048
C 3.709 -1.687 -1.730 0.061 -0.144 0.118
S 2.336 -0.688 -1.613 -0.054 0.166 -0.033
H 0.659 -3.299 0.806 -0.007 0.005 0.009
H -0.930 -4.391 2.589 -0.003 0.001 -0.002
H -1.853 -2.598 4.263 0.001 0.003 0.003
H 2.162 0.177 3.445 -0.007 -0.008 0.009
H 2.960 2.641 3.884 -0.002 -0.002 0.001
H 2.481 4.181 1.817 -0.001 0.000 0.001
H 3.080 -2.377 1.471 -0.001 0.011 -0.002
H 4.792 -3.011 -0.418 0.003 0.005 -0.005
H 4.231 -1.773 -2.669 0.003 -0.004 0.000
C -3.936 2.683 -3.060 -0.010 -0.024 0.048
S -3.253 2.314 -1.460 -0.043 0.068 -0.048
C -2.697 3.922 -0.941 -0.011 -0.053 0.020
O -1.891 1.635 -1.859 0.153 -0.079 0.085
H -3.195 3.214 -3.655 0.009 -0.003 0.000
H -4.832 3.285 -2.907 -0.001 -0.003 0.003
H -4.202 1.732 -3.517 0.002 0.002 -0.011
H -3.581 4.535 -0.765 -0.004 -0.004 -0.003
H -2.060 4.353 -1.711 0.003 -0.013 -0.014
H -2.152 3.784 -0.009 0.004 0.016 -0.004
```
Positions in Å, forces in eV/Å.

Multiplicity: 2
Frontier orbital gap (alpha / beta) in eV: 6.7 / 6.9
Strongest force on any atom in hartree/bohr: 0.010
Energy relative to the best compared isomer or geometry (same formula, charge and spin) in kJ/mol: 0.0
Energy in eV: -84380.8859
Charge: +1

Löwdin atomic charge list, values in e, 8 entries: number 1, Re, carries 1.66; number 2, O, carries -0.21; number 3, S, carries 0.43; number 4, O, carries -0.22; number 5, O, carries -0.48; number 6, O, carries -0.45; number 7, O, carries -0.40; number 8, C, carries -0.43


DFT (ωB97M-V/def2-TZVPD) results for a structure of composition C15H16AsBCrF6NO2 at a distorted geometry.

XYZ file:
```
43
Properties=species:S:1:pos:R:3:forces:R:3
Cr -0.331 1.149 0.394 2.853 1.246 -1.055
C 1.887 -0.505 -1.027 0.098 0.061 -0.010
N 2.017 0.361 0.149 -0.590 -0.109 -0.039
C 3.108 1.317 -0.038 -0.001 0.092 0.039
C 2.192 -0.429 1.382 -0.077 -0.053 0.054
C 1.220 -0.073 2.489 0.136 -0.064 -0.271
C 1.652 -0.149 3.810 -0.034 0.012 0.052
C 0.790 0.117 4.863 0.002 0.021 -0.056
C -0.525 0.469 4.602 -0.014 0.017 0.064
C -0.968 0.552 3.290 -0.029 -0.003 -0.065
C -0.097 0.314 2.228 -0.735 -0.435 0.855
H 2.779 -1.129 -1.174 -0.029 -0.012 -0.010
H 1.751 0.112 -1.916 -0.016 0.003 0.004
H 1.016 -1.151 -0.912 0.039 -0.049 -0.027
H 4.054 0.801 -0.252 -0.021 -0.021 0.034
H 3.221 1.916 0.863 0.015 0.016 -0.019
H 2.878 1.992 -0.861 -0.016 -0.019 0.000
H 3.211 -0.311 1.760 0.034 -0.061 -0.046
H 2.061 -1.489 1.150 0.021 0.020 -0.043
H 2.683 -0.422 4.009 0.008 0.024 0.006
H 1.147 0.060 5.883 0.001 -0.022 -0.006
H -1.208 0.686 5.414 0.010 -0.017 0.005
H -1.997 0.828 3.098 0.011 0.015 0.032
F -0.483 2.369 -1.322 0.182 -0.004 0.856
As -0.134 3.946 -0.437 0.579 1.228 -0.381
F -1.368 3.517 0.702 -0.008 -0.224 -0.155
F 0.976 3.039 0.649 -0.636 -0.202 -0.507
F 0.244 5.390 0.398 -0.066 -0.179 -0.087
F 1.170 4.134 -1.545 -0.206 -0.022 0.192
F -1.263 4.709 -1.464 0.076 -0.104 0.035
O -2.788 -0.977 0.336 0.457 -0.228 0.026
B -2.175 0.259 0.300 -2.044 -1.189 0.583
O -3.106 1.262 0.099 0.226 0.363 -0.001
C -4.322 0.632 -0.011 -0.178 -0.558 0.047
C -5.570 1.176 -0.213 0.084 0.162 -0.025
C -6.635 0.282 -0.270 -0.036 -0.059 0.008
C -6.441 -1.088 -0.134 -0.042 0.022 0.003
C -5.175 -1.628 0.071 0.132 -0.122 0.011
C -4.127 -0.738 0.133 -0.276 0.440 -0.109
H -5.716 2.242 -0.319 0.051 -0.008 0.001
H -7.635 0.665 -0.423 0.004 -0.005 -0.006
H -7.293 -1.754 -0.183 -0.003 0.010 -0.009
H -5.024 -2.694 0.174 0.037 0.017 0.019
```
Positions in Å, forces in eV/Å.

Multiplicity: 6
Frontier orbital gap (alpha / beta) in eV: 9.2 / 6.3
Strongest force on any atom in hartree/bohr: 0.064
Energy relative to the best compared isomer or geometry (same formula, charge and spin) in kJ/mol: 396.1
Energy in eV: -127643.7769

Löwdin atomic charge list, values in e, 8 entries: number 1, Cr, carries 0.80; number 2, C, carries -0.09; number 3, N, carries -0.31; number 4, C, carries -0.08; number 5, C, carries -0.14; number 6, C, carries -0.21; number 7, C, carries -0.04; number 8, C, carries -0.07


DFT (ωB97M-V/def2-TZVPD) results for a structure of composition C15H16B2F4FeN5O8.

XYZ file:
```
51
Properties=species:S:1:pos:R:3:forces:R:3
Fe -0.296 -0.611 0.388 0.182 0.343 0.403
C -2.156 3.633 2.081 -0.019 -0.052 0.072
C -1.272 2.472 1.907 0.008 0.297 -0.430
N -0.585 2.237 0.649 -0.084 0.028 0.131
O -0.923 2.957 -0.257 -0.275 0.066 0.379
B 0.083 2.605 -1.689 0.414 0.281 -0.335
F 1.250 3.082 -1.202 -0.105 -0.102 -0.071
F -0.564 3.242 -2.645 -0.010 -0.066 0.053
O 0.007 1.166 -1.836 0.047 -0.209 0.174
N 0.673 0.422 -0.902 0.298 0.348 -0.368
C 1.953 0.302 -0.979 0.021 -0.054 0.140
C 2.833 0.844 -2.039 -0.032 -0.049 -0.032
C 2.511 -0.483 0.164 0.030 0.043 -0.049
N 1.557 -0.916 0.888 -0.071 -0.194 0.086
O 1.788 -1.612 2.026 0.032 0.127 -0.137
B 0.550 -1.856 2.703 -0.202 -0.226 -0.076
F 0.586 -2.655 3.737 -0.004 0.008 -0.028
F -0.551 -2.037 1.778 0.094 -0.105 0.049
O 0.028 -0.375 3.294 0.012 0.190 0.160
N -0.284 0.430 2.411 -0.078 0.031 -0.082
C -0.925 1.577 2.876 0.149 -0.397 0.254
C -1.309 1.698 4.312 -0.009 0.025 -0.064
C 3.956 -0.685 0.406 0.028 -0.008 -0.007
H -2.428 4.078 1.127 0.006 -0.022 -0.015
H -1.648 4.393 2.688 0.019 0.009 -0.011
H -3.052 3.339 2.630 0.000 0.006 0.000
H 2.265 1.303 -2.840 0.007 0.002 -0.030
H 3.433 0.023 -2.438 0.012 0.019 -0.003
H 3.522 1.580 -1.622 -0.018 0.018 0.027
H -0.596 1.195 4.959 0.039 0.018 -0.012
H -2.288 1.238 4.477 0.001 -0.027 -0.019
H -1.373 2.745 4.595 -0.008 0.004 0.001
H 4.448 0.274 0.581 -0.002 0.000 -0.002
H 4.416 -1.130 -0.478 0.014 -0.006 0.011
H 4.115 -1.335 1.261 0.005 0.004 0.001
O 0.710 -4.620 -1.903 0.059 0.019 0.045
C 0.503 -3.496 -1.239 -0.056 -0.009 -0.065
O 1.075 -3.169 -0.233 -0.016 -0.023 0.009
C -0.555 -2.650 -1.888 -0.013 -0.196 -0.239
C -1.096 -3.014 -3.114 0.060 -0.034 0.109
C -2.088 -2.237 -3.693 0.021 0.029 0.055
C -2.543 -1.131 -2.999 -0.037 0.029 -0.004
C -1.967 -0.840 -1.779 -0.293 -0.076 -0.187
N -0.975 -1.556 -1.235 0.076 -0.085 0.073
C -2.465 0.281 -0.931 0.315 0.075 0.750
O -3.244 1.126 -1.242 -0.031 -0.059 -0.133
O -1.894 0.217 0.298 -0.552 0.004 -0.556
H 1.386 -5.147 -1.444 -0.024 -0.011 -0.014
H -0.733 -3.910 -3.595 -0.003 0.008 -0.002
H -2.506 -2.505 -4.654 -0.009 -0.003 -0.008
H -3.333 -0.488 -3.362 0.001 -0.016 -0.003
```
Positions in Å, forces in eV/Å.

Multiplicity: 2
Frontier orbital gap (alpha / beta) in eV: 6.5 / 6.5
Strongest force on any atom in hartree/bohr: 0.016
Energy in eV: -86242.2678
Charge: +2

Löwdin atomic charge list, values in e, 8 entries: number 1, Fe, carries 0.83; number 2, C, carries 0.05; number 3, C, carries -0.10; number 4, N, carries 0.13; number 5, O, carries 0.18; number 6, B, carries -0.96; number 7, F, carries 0.24; number 8, F, carries 0.30


DFT (ωB97M-V/def2-TZVPD) results for a cluster of 2 separate species, C15H16BrN5O2S in total at a distorted geometry.

XYZ file:
```
40
Properties=species:S:1:pos:R:3:forces:R:3
C 1.708 1.804 -1.597 -10.572 0.177 1.119
C 1.680 2.276 -0.274 -5.328 4.020 1.392
N 2.271 1.896 0.728 1.359 -3.618 2.575
N 2.847 0.577 0.616 0.020 -0.073 -0.727
C 2.213 -0.702 0.093 -2.567 5.123 5.383
O 0.984 -0.648 -0.119 2.490 -0.541 -1.004
C 2.949 -1.903 0.586 3.341 2.216 -8.322
C 4.460 -1.536 -0.012 -2.031 -0.131 2.924
C 5.127 -2.130 -0.978 3.011 2.721 2.074
S 6.870 -1.672 -0.893 -2.033 0.637 0.065
C 6.374 -0.403 0.511 -9.995 -10.468 -8.747
N 5.101 -0.585 0.777 2.748 1.246 0.969
N 7.375 0.053 0.910 6.791 9.169 10.117
H 8.343 0.148 0.861 1.387 -0.883 -1.615
H 7.124 0.619 1.793 0.681 -0.607 -1.167
H 4.774 -2.901 -1.480 -1.248 -3.366 -2.567
H 2.972 -2.250 1.515 -0.217 -0.684 4.033
H 2.590 -2.612 -0.137 -0.180 -1.129 0.121
H 3.780 0.649 1.079 -1.175 -1.246 -0.878
C 0.552 3.454 0.106 -0.019 -4.483 -13.243
H 0.685 3.783 0.911 2.246 4.521 12.441
H 0.600 4.323 -0.561 0.523 -0.100 -0.200
C -0.901 3.091 -0.050 0.647 0.058 0.023
O -1.824 3.855 -0.101 -0.525 2.420 0.285
N -1.104 1.816 -0.200 2.298 -8.469 1.105
C -2.233 0.980 0.016 -1.542 2.296 -1.061
C -3.546 1.406 -0.020 7.771 13.452 0.213
C -4.679 1.001 -0.053 -9.909 -10.835 1.083
C -4.718 -0.578 0.130 4.433 0.290 -1.059
C -3.380 -1.227 0.131 -4.257 7.446 -0.248
C -2.246 -0.326 0.013 1.882 -6.704 0.574
H -1.326 -0.951 -0.039 -0.246 0.889 -0.022
H -3.336 -2.225 0.108 0.609 -3.522 0.043
Br -6.263 -1.702 -0.006 0.434 0.687 0.189
H -5.710 1.262 -0.051 -0.153 1.682 -0.194
H -3.568 2.868 -0.015 0.154 -4.461 -0.182
H -0.266 1.038 -0.045 -2.006 3.103 -0.588
H 1.441 2.629 -2.112 -0.661 2.534 -2.492
H 0.950 1.025 -1.861 0.750 0.420 0.396
H 2.550 1.555 -1.759 11.088 -3.787 -2.813
```
Positions in Å, forces in eV/Å.

Multiplicity: 1
Frontier orbital gap in eV: 7.9
Strongest force on any atom in hartree/bohr: 0.329
Energy relative to the best compared isomer or geometry (same formula, charge and spin) in kJ/mol: 140.1
Energy in eV: -108225.2900

Löwdin atomic charge list, values in e, 8 entries: number 1, C, carries -0.02; number 2, C, carries -0.32; number 3, N, carries 0.11; number 4, N, carries 0.05; number 5, C, carries -0.34; number 6, O, carries 0.01; number 7, C, carries 0.03; number 8, C, carries -0.35


DFT (ωB97M-V/def2-TZVPD) results for a structure of composition C15H16ClNSm at a distorted geometry.

XYZ file:
```
34
Properties=species:S:1:pos:R:3:forces:R:3
C -2.207 -0.422 -0.266 -0.602 0.776 0.262
C -1.904 0.753 -1.026 -0.840 0.092 0.687
C -1.730 1.839 -0.108 -0.658 -0.551 0.176
C -1.901 1.328 1.221 -0.438 -0.229 -0.590
C -2.187 -0.073 1.124 -0.575 0.581 -0.663
Sm 0.256 0.150 0.266 1.955 -0.367 -0.426
C 0.699 -0.968 -1.954 -0.323 0.843 0.640
C 0.490 -2.202 -1.195 -0.055 -1.879 1.806
C 0.111 -3.434 -1.696 0.219 1.601 0.275
N 0.628 -2.031 0.278 0.463 -0.530 -1.695
H -1.568 2.883 -0.380 0.124 -0.396 0.130
H -1.865 0.817 -2.114 0.079 -0.069 0.477
H -1.886 1.914 2.141 0.134 -0.214 -0.296
H -2.406 -0.749 1.953 0.173 0.248 -0.305
H -2.474 -1.397 -0.676 0.447 0.296 0.157
H 0.099 -0.879 -2.860 0.335 -0.152 -0.071
H 0.623 -2.932 0.762 -0.097 0.350 -0.421
H 1.748 -0.644 -2.057 -0.309 -0.271 -0.036
H -0.059 -3.515 -2.765 0.146 -0.269 0.117
H -0.048 -4.275 -1.027 -0.178 0.029 -0.158
Cl 4.802 1.077 0.314 0.652 -0.273 -0.596
C 3.812 1.927 1.412 -1.154 0.520 1.119
C 4.295 2.238 2.675 -0.553 0.070 0.009
C 3.439 2.797 3.640 0.122 -0.005 -0.048
C 2.095 3.017 3.330 0.108 -0.037 -0.057
C 1.606 2.757 2.054 0.429 -0.108 0.009
C 2.466 2.252 1.021 -0.284 0.062 -0.531
C 1.956 2.025 -0.299 0.174 0.017 0.126
H 5.336 2.035 2.918 -0.170 -0.030 -0.065
H 3.830 3.046 4.626 -0.109 -0.096 -0.211
H 1.417 3.402 4.096 0.197 -0.061 -0.204
H 0.555 2.972 1.812 0.477 -0.059 0.031
H 1.151 2.691 -0.637 0.235 -0.142 0.148
H 2.632 1.679 -1.080 -0.126 0.253 0.202
```
Positions in Å, forces in eV/Å.

Multiplicity: 6
Frontier orbital gap (alpha / beta) in eV: 5.9 / 5.9
Strongest force on any atom in hartree/bohr: 0.051
Energy in eV: -47729.8397
Charge: -1

Löwdin atomic charge list, values in e, 8 entries: number 1, C, carries -0.23; number 2, C, carries -0.23; number 3, C, carries -0.24; number 4, C, carries -0.25; number 5, C, carries -0.24; number 6, Sm, carries 1.56; number 7, C, carries -0.26; number 8, C, carries -0.61


DFT (ωB97M-V/def2-TZVPD) results for an isolated molecule of C15H16FN3O2S at a distorted geometry.

XYZ file:
```
38
Properties=species:S:1:pos:R:3:forces:R:3
O -2.754 0.611 -0.824 -0.242 -0.012 0.195
C -1.844 0.141 -1.477 0.151 -0.337 0.397
C -1.143 -1.128 -1.001 0.159 0.119 0.189
S 0.602 -0.810 -0.550 0.178 0.113 -0.538
C 0.482 -0.940 1.161 -0.786 -0.368 0.417
N -0.517 -1.374 1.868 0.030 0.113 -1.642
N -0.130 -1.316 3.149 0.910 0.265 1.559
C 1.084 -0.856 3.178 -0.979 -0.376 -0.150
C 1.905 -0.630 4.342 0.482 0.165 0.187
C 3.200 -0.130 4.210 -0.276 -0.109 0.063
C 3.977 0.080 5.332 0.050 -0.003 0.297
C 3.445 -0.215 6.576 -0.072 -0.016 -0.181
F 4.202 -0.012 7.671 -0.056 -0.015 -0.067
C 2.161 -0.711 6.731 0.211 0.073 0.077
C 1.388 -0.919 5.607 0.137 0.070 -0.242
O 1.540 -0.592 1.920 0.041 0.039 0.049
N -1.402 0.701 -2.620 0.086 0.339 -0.295
C -0.401 0.181 -3.521 0.023 -0.337 -0.216
C -1.056 -0.252 -4.835 0.223 0.213 -0.019
C -1.796 0.930 -5.457 -0.227 -0.216 0.076
C -2.802 1.494 -4.456 0.265 0.159 -0.022
C -2.094 1.860 -3.153 -0.463 0.169 0.050
H -1.151 -1.909 -1.760 0.019 -0.016 0.057
H -1.635 -1.474 -0.093 -0.059 0.018 -0.187
H 3.591 0.091 3.229 0.052 0.025 -0.062
H 4.982 0.465 5.256 0.095 0.034 0.025
H 1.786 -0.927 7.719 -0.022 -0.015 0.101
H 0.384 -1.304 5.681 -0.104 -0.042 0.053
H 0.141 -0.649 -3.070 0.003 0.044 -0.035
H 0.322 0.981 -3.722 0.048 -0.084 0.038
H -0.291 -0.625 -5.517 0.015 -0.069 -0.020
H -1.762 -1.061 -4.636 0.012 -0.083 0.017
H -2.308 0.615 -6.368 0.053 0.048 -0.060
H -1.076 1.707 -5.727 0.039 0.045 -0.066
H -3.291 2.379 -4.864 -0.072 0.012 0.005
H -3.569 0.747 -4.245 -0.075 0.007 0.026
H -2.809 2.195 -2.400 0.169 0.018 -0.095
H -1.361 2.653 -3.333 -0.016 0.009 0.016
```
Positions in Å, forces in eV/Å.

Multiplicity: 1
Frontier orbital gap in eV: 8.8
Strongest force on any atom in hartree/bohr: 0.035
Energy relative to the best compared isomer or geometry (same formula, charge and spin) in kJ/mol: 0.0
SMILES: O=C(CSc1nnc(-c2ccc(F)cc2)o1)N1CCCCC1
Energy in eV: -37932.6121

Löwdin atomic charge list, values in e, 8 entries: number 1, O, carries 0.06; number 2, C, carries -0.52; number 3, C, carries -0.32; number 4, S, carries 1.03; number 5, C, carries -0.67; number 6, N, carries 0.05; number 7, N, carries 0.10; number 8, C, carries -0.29